*one*
21
Properties=species:S:1:pos:R:3:mulliken_spin:R:1 method="wB97M-V/def2-TZVPD" s2=0.75 e_lumo_ev="0.458 / 0.309" orbital_gap_ev="3.49 / 7.15" spin_multiplicity=2
C 1.25 0.96 -0.80 0.389
C 1.87 2.05 -0.22 0.476
N 1.02 -0.25 0.04 0.142
H 1.11 0.90 -1.88 -0.070
H 2.58 2.66 -0.75 -0.002
H 1.60 2.22 0.83 0.008
H 1.09 -1.08 -0.60 -0.007
H 1.46 -0.44 1.02 -0.031
H 0.05 -0.32 0.34 -0.052
H 1.07 -1.97 -2.88 -0.009
H 1.19 -3.18 -2.14 -0.018
O 1.45 -2.23 -2.03 0.060
H -5.34 1.24 -1.66 -0.002
H -5.31 1.54 -0.11 -0.002
O -4.85 1.65 -0.94 0.011
H -2.56 -1.06 1.57 -0.012
H -2.48 0.20 0.62 -0.003
O -1.98 -0.55 0.97 0.039
H 2.81 -1.52 2.76 -0.034
H 2.60 -0.11 3.19 -0.035
O 2.15 -0.82 2.71 0.153

=====

*two*
21
Properties=species:S:1:pos:R:3:mulliken_spin:R:1 method="wB97M-V/def2-TZVPD" s2=0.75 e_lumo_ev="0.673 / 0.502" orbital_gap_ev="3.30 / 11.52" spin_multiplicity=2
C -2.70 0.66 0.64 0.313
O -2.45 -0.23 1.75 -0.109
C -2.13 0.01 -0.61 0.775
N -0.78 -0.56 -0.29 0.193
H -2.15 1.58 0.86 -0.085
H -3.78 0.78 0.56 -0.051
H -2.29 0.26 2.56 0.051
H -2.75 -0.78 -1.01 -0.136
H -1.91 0.76 -1.37 -0.217
H -0.31 -0.08 0.49 0.108
H -0.12 -0.37 -1.07 -0.137
H -0.68 -1.54 -0.04 -0.196
H 0.36 -2.42 -2.76 -0.147
H 0.27 -3.51 -1.70 -0.107
O 0.49 -2.57 -1.81 0.508
H 5.87 1.19 0.82 -0.010
H 4.94 2.28 0.36 -0.011
O 4.94 1.37 0.65 0.038
H 1.85 1.81 0.88 -0.124
H 2.00 0.33 0.46 -0.039
O 1.34 1.02 0.64 0.383

=====

So which one is most stable? That would be *two*, about 18.6 kcal/mol below the next structure.

=====

*one*
6
Properties=species:S:1:pos:R:3:nbo_charge:R:1 method="wB97M-V/def2-TZVPD" e_lumo_ev="-8.430 / -9.934" charge=+1 orbital_gap_ev="10.14 / 9.04"
C -0.94 0.02 -0.13 0.346
O 1.68 0.17 -0.01 -0.258
O 0.01 -0.69 -0.05 -0.108
H -1.93 -0.25 -0.65 0.286
H -0.99 1.05 0.16 0.252
H 2.17 -0.31 0.68 0.482

=====

*two*
6
Properties=species:S:1:pos:R:3:nbo_charge:R:1 method="wB97M-V/def2-TZVPD" e_lumo_ev="-7.249 / -7.248" charge=+1 orbital_gap_ev="10.58 / 10.58"
C 0.71 -0.24 -0.08 0.331
O -1.54 -0.22 0.05 -0.316
O -0.31 0.35 0.28 -0.136
H 2.37 0.68 0.05 0.331
H 0.92 -1.19 -0.66 0.259
H -2.15 0.62 0.35 0.531

=====

So which one is most stable? That would be *one*, about 49.5 kcal/mol below the next structure.

=====

*one*
37
Properties=species:S:1:pos:R:3:nbo_charge:R:1 method="wB97M-V/def2-TZVPD" e_lumo_ev=0.110 orbital_gap_ev=9.47
C -0.89 4.74 0.33 -0.609
C -1.45 3.96 -0.90 -0.506
C -0.34 3.24 -1.74 0.798
O -0.16 3.67 -2.87 -0.561
O 0.28 2.12 -1.28 -0.379
N -0.20 1.55 -0.09 -0.131
C 0.37 0.46 0.37 0.241
C 1.43 -0.30 -0.33 -0.143
C 1.33 -0.57 -1.71 -0.151
C 2.23 -1.40 -2.37 -0.226
C 3.33 -1.90 -1.70 -0.208
C 3.50 -1.61 -0.34 -0.152
C 2.55 -0.86 0.38 0.007
C 2.81 -0.83 1.92 -0.416
C 1.91 0.08 2.77 -0.442
C 0.45 -0.32 2.69 0.238
N -0.05 -0.88 3.79 -0.426
C -1.35 -1.28 3.83 0.048
C -2.18 -1.07 2.75 -0.268
C -1.66 -0.48 1.61 -0.117
C -0.30 -0.11 1.56 -0.125
H -0.49 4.04 1.09 0.220
H -0.17 5.49 -0.03 0.211
H -1.70 5.31 0.78 0.212
H -2.06 4.63 -1.57 0.232
H -2.14 3.18 -0.53 0.227
H 0.47 -0.22 -2.29 0.226
H 2.11 -1.60 -3.43 0.220
H 4.05 -2.50 -2.30 0.220
H 4.35 -2.03 0.23 0.207
H 3.86 -0.58 2.21 0.228
H 2.60 -1.84 2.30 0.221
H 2.24 0.02 3.82 0.241
H 2.04 1.11 2.47 0.215
H -1.70 -1.85 4.68 0.201
H -3.22 -1.38 2.79 0.222
H -2.29 -0.40 0.71 0.226

=====

*two*
37
Properties=species:S:1:pos:R:3:nbo_charge:R:1 method="wB97M-V/def2-TZVPD" e_lumo_ev=-0.158 orbital_gap_ev=8.87
C 1.68 2.44 -3.16 -0.602
C 2.27 2.63 -1.81 -0.497
C 2.11 1.48 -0.86 0.787
O 2.51 1.61 0.29 -0.578
O 1.88 0.27 -1.50 -0.398
N 1.72 -0.82 -0.58 -0.115
C 0.49 -0.93 -0.05 0.261
C -0.63 -0.06 -0.49 -0.163
C -1.05 0.11 -1.82 -0.157
C -2.12 1.01 -2.14 -0.230
C -2.79 1.75 -1.14 -0.185
C -2.47 1.58 0.14 -0.233
C -1.39 0.71 0.51 0.080
C -1.05 0.68 1.99 -0.442
C -1.41 -0.82 2.44 -0.413
C -0.55 -1.97 2.05 0.233
N -0.67 -2.95 2.97 -0.424
C 0.12 -4.01 2.91 0.059
C 1.22 -3.98 2.04 -0.264
C 1.33 -3.00 1.06 -0.116
C 0.43 -1.94 1.10 -0.146
H 0.62 2.37 -3.24 0.215
H 2.14 1.57 -3.70 0.211
H 1.95 3.27 -3.70 0.206
H 1.66 3.42 -1.31 0.229
H 3.24 2.94 -1.87 0.236
H -0.84 -0.70 -2.56 0.228
H -2.61 1.09 -3.12 0.219
H -3.58 2.36 -1.46 0.210
H -2.97 2.29 0.80 0.218
H -1.59 1.41 2.53 0.222
H 0.03 0.95 2.14 0.238
H -1.49 -0.83 3.43 0.230
H -2.39 -1.20 1.99 0.225
H 0.08 -4.78 3.64 0.195
H 1.86 -4.86 2.06 0.215
H 2.23 -3.07 0.43 0.248

=====

So which one is most stable? That would be *one*, about 35.9 kcal/mol below the next structure.

=====

*one*
21
Properties=species:S:1:pos:R:3:nbo_charge:R:1 method="wB97M-V/def2-TZVPD" e_lumo_ev=0.498 smiles=Cc1n[nH]cc1C(C)(C)I orbital_gap_ev=9.66
C -2.55 0.77 0.15 -0.662
C -1.80 -0.46 0.51 0.101
N -2.42 -1.64 0.69 -0.257
N -1.45 -2.54 1.00 -0.334
C -0.23 -1.96 1.01 -0.092
C -0.45 -0.65 0.68 -0.116
C 0.85 0.52 0.50 -0.025
C 2.18 -0.09 0.87 -0.675
C 0.72 0.83 -0.97 -0.674
I 0.56 2.32 1.73 0.068
H -2.08 1.67 0.68 0.235
H -2.61 1.03 -0.97 0.227
H -3.68 0.65 0.50 0.240
H -1.50 -3.57 1.00 0.414
H 0.75 -2.28 1.26 0.226
H 3.13 0.50 0.82 0.233
H 2.05 -0.37 1.86 0.221
H 2.25 -0.88 0.14 0.215
H 1.41 1.57 -1.08 0.207
H -0.19 1.34 -1.26 0.224
H 0.97 0.10 -1.70 0.225

=====

*two*
21
Properties=species:S:1:pos:R:3:nbo_charge:R:1 method="wB97M-V/def2-TZVPD" e_lumo_ev="-0.242 / -0.242" orbital_gap_ev="7.43 / 7.43"
C 1.52 2.52 0.14 -0.106
C 0.34 1.69 0.31 0.051
C 3.01 0.91 -0.66 0.050
C -0.35 -1.53 1.19 -0.600
C -0.38 -1.28 -1.37 -0.610
C -2.13 0.02 0.04 -0.615
C -0.64 -0.59 -0.06 0.123
N 2.57 1.90 -0.15 -0.329
N 0.37 0.50 -0.16 -0.447
I 4.03 -0.66 0.09 0.227
H 1.32 3.57 0.34 0.208
H -0.63 2.06 0.77 0.171
H 0.16 -2.29 0.75 0.210
H 0.30 -0.99 1.86 0.214
H -1.18 -1.75 1.73 0.209
H -0.83 -2.32 -1.50 0.196
H -0.79 -0.75 -2.18 0.212
H 0.66 -1.43 -1.49 0.226
H -2.36 0.33 1.17 0.195
H -2.23 0.83 -0.55 0.201
H -2.77 -0.76 -0.24 0.213

=====

So which one is most stable? That would be *one*, about 53.0 kcal/mol below the next structure.

=====

*one*
10
Properties=species:S:1:pos:R:3:mulliken_spin:R:1 method="wB97M-V/def2-TZVPD" s2=2.01 e_lumo_ev="0.442 / -1.957" orbital_gap_ev="7.30 / 7.86" spin_multiplicity=3
C -1.09 -1.42 0.14 1.670
C 0.94 -0.62 -0.54 0.081
C 0.14 0.53 -0.02 0.022
N -1.10 -0.03 0.28 -0.014
O -1.31 2.11 1.55 0.016
O 0.05 -1.77 -0.34 0.094
S -0.57 0.89 1.57 0.109
H 1.06 -0.73 -1.66 0.005
H 2.00 -0.75 -0.10 0.006
H -0.11 1.79 -0.89 0.010

=====

*two*
10
Properties=species:S:1:pos:R:3:mulliken_spin:R:1 method="wB97M-V/def2-TZVPD" s2=2.01 e_lumo_ev="0.175 / -1.515" orbital_gap_ev="6.94 / 8.14" spin_multiplicity=3
C -1.28 1.99 0.43 1.608
C 0.51 0.70 -0.21 0.044
C -1.40 -0.35 0.05 0.085
N -1.99 0.85 0.42 0.032
O -4.04 -0.69 0.27 0.023
O -0.09 1.91 -0.11 0.080
S -3.10 0.00 -0.56 0.153
H 0.77 0.19 0.68 -0.020
H 1.05 0.62 -1.16 -0.006
H -1.16 -1.13 0.91 0.002

=====

So which one is most stable? That would be *one*, about 7.0 kcal/mol below the next structure.

=====

*one*
10
Properties=species:S:1:pos:R:3:nbo_charge:R:1 method="wB97M-V/def2-TZVPD" e_lumo_ev=0.783 smiles="C=C(F)CO" orbital_gap_ev=10.66
C -1.62 -0.45 -0.25 -0.495
C -0.55 0.29 0.05 0.381
F -0.43 1.73 0.00 -0.372
C 0.76 -0.19 0.32 -0.140
O 1.81 0.11 -0.48 -0.692
H -2.40 0.15 -0.78 0.239
H -1.43 -1.59 -0.24 0.245
H 1.01 0.05 1.46 0.153
H 0.85 -1.30 0.44 0.203
H 2.01 1.19 -0.52 0.479

=====

*two*
10
Properties=species:S:1:pos:R:3:nbo_charge:R:1 method="wB97M-V/def2-TZVPD" e_lumo_ev=0.653 orbital_gap_ev=10.81
C 0.90 -0.16 0.43 -0.141
C -0.37 0.28 0.02 0.329
C -1.45 -0.41 -0.24 -0.437
H 1.51 1.24 -1.03 0.472
H 1.25 -0.20 1.56 0.217
H 0.71 -1.32 0.16 0.182
H -2.48 0.01 -0.11 0.225
H -1.50 -1.45 -0.54 0.219
O 1.98 0.34 -0.35 -0.695
F -0.57 1.67 0.10 -0.370

=====

So which one is most stable? That would be *one*, about 15.7 kcal/mol below the next structure.